This record from the Open Molecules 2025 dataset describes a molecular structure, C30H42BCl26NO9P2 in a non-equilibrium geometry. The level of theory is ωB97M-V/def2-TZVPD.

Results
max |F|: 0.1722 Eh/bohr
Kohn-Sham gap: 5.796 eV
E: -396525.853 eV

Each line ends with the Löwdin charge.
Cartesian coordinates (Å):
1 C 3.9508 -1.7655 4.4229  -0.136
2 C 3.1753 -2.0631 5.8604  -0.306
3 O 1.7091 -1.9558 5.7795  -0.070
4 B 1.1310 -2.9002 4.8016  -0.505
5 O 0.9092 -4.3125 5.1740  -0.003
6 C 0.7473 -2.4633 3.2294  -0.052
7 C 0.9734 -3.6538 2.0794  -0.206
8 C 0.6518 -3.3706 0.4752  -0.142
9 P 0.9214 -4.7948 -0.7687  0.727
10 O -0.4187 -5.2890 -1.4630  -0.352
11 O 2.0717 -4.2328 -1.9839  -0.224
12 O 1.6693 -6.1613 0.0750  -0.243
13 C 0.1266 -1.8456 0.1000  0.025
14 C -0.0954 -0.6455 1.2433  -0.006
15 C 0.1918 -0.9466 2.8305  -0.187
16 P -0.0876 0.3629 4.1921  0.946
17 O -1.7146 0.9835 4.2162  -0.353
18 O 1.1193 1.6182 4.1871  -0.337
19 C -0.6045 0.8120 0.6375  -0.207
20 O -1.4056 1.6721 1.2713  -0.053
21 C -0.0483 1.1686 -0.8992  0.064
22 C 0.1846 0.0935 -1.9449  -0.070
23 C 0.7746 0.3924 -3.4571  -0.071
24 C 1.8421 -0.6747 -4.1775  0.012
25 C 2.3999 -0.2686 -5.6634  -0.102
26 N 2.0611 0.9446 -6.4817  -0.019
27 C 1.0910 1.8862 -5.8267  -0.233
28 C 0.3717 1.7400 -4.3621  0.012
29 C -0.1858 -1.4760 -1.5008  -0.180
30 O -0.7210 -2.3722 -2.3484  -0.001
31 H 3.3790 -0.9851 3.7505  0.083
32 H 4.1492 -2.7594 3.8299  0.089
33 H 4.9822 -1.2395 4.7084  0.038
34 H 3.5310 -1.1911 6.5933  0.130
35 H 3.5546 -3.0656 6.3818  0.059
36 H 1.7996 -4.7871 5.1544  0.131
37 H 1.3727 -4.7278 2.3489  0.081
38 H 2.2057 -3.2555 -1.7975  0.053
39 H 2.6056 -5.8322 0.3043  0.040
40 H -1.7215 1.9847 4.0201  -0.007
41 H 1.7928 1.4212 3.4503  0.076
42 H 0.2201 2.2635 -1.2319  0.127
43 H 2.1767 -1.6768 -3.6459  0.084
44 H 3.1737 -1.0360 -6.1521  0.107
45 H 0.8133 2.8711 -6.4429  -0.051
46 H -0.3869 2.5433 -3.9761  0.095
47 C 7.4454 -2.4217 6.2180  -0.972
48 Cl 5.7463 -2.7373 6.5898  0.634
49 Cl 7.7080 -0.7141 5.8429  0.518
50 H 8.0554 -2.6938 7.0829  0.031
51 H 7.7388 -3.0246 5.3552  0.035
52 C -0.4302 4.7747 3.7811  -1.030
53 Cl -2.1293 4.4590 4.1529  0.539
54 Cl -0.1677 6.4823 3.4060  0.517
55 H 0.1797 4.5026 4.6460  0.030
56 H -0.1368 4.1718 2.9183  0.020
57 C 4.5102 -8.5256 -0.5674  -1.019
58 Cl 5.0893 -7.1384 0.3628  0.508
59 Cl 3.4242 -9.5312 0.3994  0.512
60 H 3.9718 -8.1644 -1.4470  0.033
61 H 5.3672 -9.1267 -0.8805  0.029
62 C 1.3418 6.0087 -5.6636  -0.966
63 Cl 1.7113 4.3277 -6.0667  0.651
64 Cl -0.3765 6.2132 -5.3018  0.546
65 H 1.9269 6.3017 -4.7885  0.041
66 H 1.6046 6.6442 -6.5128  0.000
67 C -3.8285 7.5311 -4.9924  -1.048
68 Cl -3.9643 6.4698 -3.5853  0.490
69 Cl -4.4202 9.1556 -4.6235  0.503
70 H -2.7792 7.5940 -5.2908  -0.027
71 H -4.4204 7.1143 -5.8109  0.031
72 C 4.4404 4.6204 -8.8334  -1.017
73 Cl 5.8341 4.8650 -9.8930  0.530
74 Cl 3.9836 6.1252 -8.0257  0.516
75 H 3.5967 4.2671 -9.4310  0.036
76 H 4.6952 3.8740 -8.0771  0.033
77 C -4.7660 2.8166 0.4621  -1.070
78 Cl -6.4651 2.5009 0.8339  0.532
79 Cl -4.5034 4.5241 0.0870  0.508
80 H -4.1560 2.5445 1.3270  0.015
81 H -4.4726 2.2136 -0.4007  -0.056
82 C -5.7301 -0.9449 -0.4323  -0.992
83 Cl -5.8291 -2.0386 0.9529  0.499
84 Cl -4.1752 -0.1045 -0.4695  0.574
85 H -5.8434 -1.5242 -1.3519  0.035
86 H -6.5321 -0.2062 -0.3605  0.005
87 C -2.1693 -4.9842 4.0210  -0.921
88 Cl -0.7757 -4.7397 2.9613  0.762
89 Cl -2.6262 -3.4794 4.8286  0.553
90 H -3.0131 -5.3376 3.4234  -0.058
91 H -1.9146 -5.7307 4.7773  0.044
92 C -7.5652 3.9456 4.0308  -1.065
93 Cl -5.8077 3.8086 4.1624  0.494
94 Cl -8.0803 5.6342 4.1240  0.511
95 H -7.8838 3.5289 3.0722  -0.018
96 H -8.0278 3.3870 4.8480  0.007
97 C -6.2781 0.0302 4.7883  -1.021
98 Cl -6.2312 -0.0273 6.5545  0.507
99 Cl -7.8765 0.5161 4.2099  0.516
100 H -5.5376 0.7523 4.4360  0.007
101 H -6.0434 -0.9614 4.3938  0.017
102 C 9.0653 3.9135 -11.4411  -1.049
103 Cl 8.0202 3.3815 -12.7639  0.491
104 Cl 10.2936 2.6968 -11.0721  0.499
105 H 9.5612 4.8430 -11.7312  0.031
106 H 8.4543 4.0835 -10.5513  -0.022
107 C -7.1419 -5.6105 2.8478  -1.002
108 Cl -5.3844 -5.7476 2.9794  0.549
109 Cl -7.6570 -3.9219 2.9411  0.488
110 H -7.4605 -6.0272 1.8893  0.033
111 H -7.6045 -6.1692 3.6651  0.031

---

This record from the Open Molecules 2025 dataset describes a single C3H8O3S2 molecule in a non-equilibrium geometry. The level of theory is ωB97M-V/def2-TZVPD.

Results
structure (SMILES): C[C@@H](SS)C(O)(O)O
max |F|: 0.0929 Eh/bohr
Kohn-Sham gap: 9.434 eV
relative energy (zero: lowest compared OMol25 entry of this formula, charge and spin): 33.4 kcal/mol
E: -31052.877 eV

Each line ends with the Löwdin charge.
Cartesian coordinates (Å):
1 C 0.0353 -1.2917 -0.8259  -0.107
2 C 0.6387 -0.1736 0.0275  -0.513
3 S 1.2102 1.3813 -0.8431  0.470
4 S 0.8184 1.1029 -2.7653  0.369
5 C -0.4569 0.3924 1.1239  -0.721
6 O -0.8186 -0.6543 1.9125  0.073
7 O -1.6361 0.7020 0.4018  0.029
8 O -0.0911 1.4543 1.9346  0.070
9 H -0.1414 -1.0022 -1.8075  -0.013
10 H 0.9277 -1.9576 -1.0870  0.118
11 H -0.7646 -1.6720 -0.3000  0.049
12 H 1.5981 -0.4186 0.5870  0.110
13 H 1.7889 0.3791 -3.1416  -0.230
14 H -0.6744 -0.4229 2.8114  0.104
15 H -2.0866 -0.1379 0.2911  0.097
16 H -0.3475 2.3189 1.6806  0.095

---

This record from the Open Molecules 2025 dataset describes 2 unconnected molecules or ions with the total composition C5H8O2 in a non-equilibrium geometry. The level of theory is ωB97M-V/def2-TZVPD.

Results
max |F|: 0.0281 Eh/bohr
Kohn-Sham gap: 10.562 eV
relative energy (zero: lowest compared OMol25 entry of this formula, charge and spin): 35.3 kcal/mol
E: -9408.303 eV

Each line ends with the Löwdin charge.
Cartesian coordinates (Å):
1 O 2.6150 0.6423 0.0796  -0.076
2 C 1.4902 -0.2220 0.0803  -0.292
3 C 0.2641 0.6049 0.4894  -0.208
4 C -0.7072 0.8515 -0.6299  -0.206
5 C -2.0280 0.7300 -0.5204  -0.025
6 C -1.1707 -2.4023 0.1316  0.025
7 O -1.7865 -2.8746 -0.6980  0.039
8 H 3.3965 0.1162 -0.1274  0.085
9 H 1.6369 -1.0562 0.7827  0.108
10 H 1.3385 -0.6630 -0.9194  0.111
11 H -0.2589 0.1285 1.3255  0.099
12 H 0.6543 1.5630 0.8556  0.120
13 H -0.2746 1.1587 -1.5833  0.107
14 H -2.6988 0.9365 -1.3494  0.053
15 H -2.4879 0.4290 0.4196  0.059

---

This record from the Open Molecules 2025 dataset describes 2 unconnected molecules or ions with the total composition C4H8O3. The level of theory is ωB97M-V/def2-TZVPD.

Results
structure (SMILES): COC(=O)CC=O.[H][H]
max |F|: 0.0130 Eh/bohr
Kohn-Sham gap: 10.943 eV
relative energy (zero: lowest compared OMol25 entry of this formula, charge and spin): 48.0 kcal/mol
E: -10418.924 eV

Each line ends with the Löwdin charge.
Cartesian coordinates (Å):
1 C 2.7253 -0.0483 0.5504  -0.041
2 O 1.4313 0.5046 0.3036  -0.043
3 C 0.6420 -0.2364 -0.4892  -0.512
4 O 0.9934 -1.2451 -1.0497  0.127
5 C -0.7582 0.3286 -0.5062  -0.066
6 C -1.4036 -0.0262 0.8232  -0.262
7 O -2.0620 -1.0221 0.9860  0.050
8 H 2.6238 -1.0201 1.0389  0.101
9 H 3.2202 0.6591 1.2134  0.093
10 H 3.2853 -0.1684 -0.3800  0.098
11 H -0.7175 1.4160 -0.6121  0.130
12 H -1.3079 -0.1310 -1.3271  0.108
13 H -1.2095 0.6788 1.6576  0.132
14 H -3.8133 0.4466 -1.3204  0.053
15 H -3.6493 -0.1361 -0.8884  0.033

---

This record from the Open Molecules 2025 dataset describes a single C4H6FNO molecule in a non-equilibrium geometry. The level of theory is ωB97M-V/def2-TZVPD.

Results
structure (SMILES): O=CN1C[C@@H]1CF
max |F|: 0.0602 Eh/bohr
Kohn-Sham gap: 11.128 eV
relative energy (zero: lowest compared OMol25 entry of this formula, charge and spin): 33.4 kcal/mol
E: -10498.703 eV

Each line ends with the Löwdin charge.
Cartesian coordinates (Å):
1 O -1.7382 -1.5826 0.1203  0.087
2 C -1.7389 -0.4305 -0.1307  -0.353
3 N -0.9036 0.5030 0.4459  -0.006
4 C -0.0127 1.3455 -0.2645  -0.101
5 C 0.5240 0.3016 0.6096  -0.221
6 C 1.1747 -0.9057 -0.0008  -0.170
7 F 2.5511 -0.6997 -0.0410  -0.045
8 H -2.5809 0.1595 -0.5839  0.146
9 H 0.1354 1.3205 -1.3590  0.134
10 H 0.0449 2.3796 0.0780  0.112
11 H 0.8125 0.5790 1.6370  0.158
12 H 0.7840 -1.1138 -1.0267  0.133
13 H 0.9477 -1.8563 0.5160  0.125

---

This record from the Open Molecules 2025 dataset describes a molecular structure, C12H28AgF6NO9S2 in a non-equilibrium geometry. The level of theory is ωB97M-V/def2-TZVPD.

Results
max |F|: 0.1378 Eh/bohr
Kohn-Sham gap: 6.723 eV
E: -74782.481 eV

Each line ends with the Löwdin charge.
Cartesian coordinates (Å):
1 Ag -0.7726 -0.8261 3.2519  0.767
2 O -0.2597 -0.2640 -0.0779  0.237
3 H 0.0010 0.6584 -0.0264  0.044
4 H -1.0971 -0.3509 0.3835  0.078
5 H 0.3460 -0.7604 0.4774  0.060
6 O -0.8711 2.5455 2.2342  0.245
7 H -1.6388 2.0266 1.9834  0.069
8 H -0.2968 2.5378 1.4650  -0.019
9 H -0.3688 2.1708 2.9615  0.153
10 C 0.9440 -4.1069 1.8690  -0.080
11 C 1.7698 -2.8311 1.4860  -0.575
12 C 1.9984 -2.8763 -0.0206  -0.077
13 O 1.0442 -1.7234 1.8919  -0.374
14 H 1.5685 -5.0000 1.8484  0.064
15 H 0.1085 -4.3771 1.2233  0.066
16 H 0.5137 -3.9416 2.8567  0.048
17 H 2.7440 -2.8117 1.9745  0.123
18 H 1.1454 -2.6239 -0.6505  0.053
19 H 2.3651 -3.8336 -0.3909  0.075
20 H 2.8177 -2.2190 -0.3116  0.087
21 C -3.7495 1.2462 3.3708  -0.083
22 C -3.6299 0.6500 1.9992  -0.605
23 C -4.3062 1.5431 1.0006  -0.072
24 O -2.2993 0.3007 1.5987  -0.359
25 H -3.1321 0.8541 4.1790  0.058
26 H -4.7494 0.9029 3.6363  0.091
27 H -3.5188 2.3070 3.4685  0.080
28 H -4.2137 -0.2660 1.9090  0.124
29 H -5.3393 1.6221 1.3393  0.087
30 H -4.2492 1.1781 -0.0249  0.093
31 H -3.9393 2.5435 1.2299  0.067
32 C -1.4164 4.0253 -0.7585  -0.606
33 F -1.2547 4.6654 0.4295  0.116
34 F -2.3251 3.1083 -0.6389  0.158
35 F -1.8181 4.9438 -1.7042  0.129
36 S 0.2326 3.1525 -1.2268  0.766
37 O -0.0821 2.2762 -2.3556  -0.260
38 O 1.1176 4.3036 -1.4446  -0.272
39 N 0.5622 2.2784 0.2581  -0.347
40 S 2.1037 2.2728 0.3500  0.554
41 O 2.5320 1.3671 1.3640  -0.276
42 O 2.8693 1.9514 -0.8499  -0.243
43 C 2.5429 3.9922 1.1817  -0.611
44 F 1.5107 4.5830 1.6857  0.169
45 F 3.5594 3.8985 2.0762  0.133
46 F 2.9708 4.8155 0.1835  0.087
47 C 1.3500 -3.8516 -3.4880  -0.175
48 C 0.3820 -2.7447 -3.8597  -0.166
49 C 1.0141 -1.4198 -3.3426  -0.175
50 O 2.4029 -1.7432 -3.4223  -0.149
51 C 2.6466 -3.1465 -3.6912  -0.207
52 H 1.3129 -4.7510 -4.1027  0.118
53 H 1.2423 -4.1059 -2.4335  0.093
54 H -0.6000 -2.9569 -3.4368  0.105
55 H 0.2282 -2.5827 -4.9266  0.109
56 H 0.7910 -1.3437 -2.2784  0.077
57 H 0.6796 -0.5497 -3.9076  0.119
58 H 3.4542 -3.5717 -3.0953  0.114
59 H 3.0569 -3.1416 -4.7011  0.115

---

This record from the Open Molecules 2025 dataset describes 2 unconnected molecules or ions with the total composition C9H14 in a non-equilibrium geometry. The level of theory is ωB97M-V/def2-TZVPD.

Results
structure (SMILES): Cc1ccccc1.CC
max |F|: 0.0391 Eh/bohr
Kohn-Sham gap: 10.103 eV
relative energy (zero: lowest compared OMol25 entry of this formula, charge and spin): 16.7 kcal/mol
E: -9559.457 eV

Each line ends with the Löwdin charge.
Cartesian coordinates (Å):
1 C -0.0425 0.3786 -1.9917  -0.056
2 C -0.6349 0.4544 -0.5981  -0.281
3 C -1.3067 -0.6185 -0.0209  -0.065
4 C -1.8350 -0.5182 1.2573  -0.090
5 C -1.7942 0.6851 1.9572  -0.096
6 C -1.1800 1.7643 1.3542  -0.096
7 C -0.5428 1.6446 0.1271  -0.055
8 H 0.8993 0.9342 -1.9833  0.067
9 H -0.6145 0.9086 -2.7466  0.084
10 H 0.2362 -0.6664 -2.0917  0.067
11 H -1.4037 -1.5549 -0.5580  0.110
12 H -2.2251 -1.4315 1.6871  0.100
13 H -2.3749 0.7608 2.8659  0.099
14 H -1.2531 2.7501 1.8004  0.101
15 H -0.2604 2.5051 -0.4648  0.111
16 C 2.6789 -1.5380 0.1394  -0.167
17 C 2.8634 -1.2997 -1.3414  -0.158
18 H 1.6397 -1.8497 0.2719  0.051
19 H 3.2599 -2.2956 0.6515  0.060
20 H 2.6306 -0.6973 0.8203  0.061
21 H 2.7385 -2.2117 -1.9162  0.069
22 H 3.8940 -1.0250 -1.5703  0.062
23 H 2.2242 -0.4869 -1.6727  0.021